DFT (the ωB97M-V functional and the def2-TZVPD basis) results for C34H44GeN4SeTeW as an isolated structure in a non-equilibrium geometry.

For the HOMO-LUMO gap, the calculation gives 7.84 eV. The value obtained for the energy above the lowest of the compared OMol25 structures with the same formula, charge and spin is 6.50 kcal/mol. Its multiplicity is 1. As for the charge: +2. The calculation puts the max |F| at 1.06 eV/A. The electronic energy is -172899.8438 eV.

Each line ends with the Mulliken charge.
Positions of all 86 atoms, in Å:
W: -0.18330 -0.62708 0.72347  -0.34
C: -0.40307 -1.96194 2.74638  -1.05
C: 0.14941 -2.74969 1.74130  -0.57
C: 1.36654 -2.13279 1.30702  -0.69
C: 1.55503 -0.94843 2.08492  -0.66
C: 0.41237 -0.81568 2.93359  -0.30
H: -1.32604 -2.14145 3.27433  0.59
H: -0.25271 -3.68121 1.38015  0.81
H: 2.06653 -2.56274 0.61231  0.65
H: 2.41517 -0.30104 2.08660  0.71
H: 0.23503 -0.04569 3.66581  0.80
C: 2.81505 -0.14726 -0.75540  -1.87
N: 1.33893 -0.03898 -0.81157  0.59
C: 0.86531 0.43830 -1.91771  -0.46
C: -0.52188 0.61797 -2.03399  -0.32
C: -1.32823 0.96562 -3.10405  -1.20
C: -2.64295 0.82705 -2.65433  -1.45
C: -2.57069 0.40622 -1.33859  -1.29
N: -1.27381 0.27959 -0.92393  3.26
C: 3.51584 1.02368 -0.10678  0.75
C: 3.37506 2.30651 -0.62688  -0.15
C: 4.07086 3.36868 -0.06865  -0.53
C: 4.90607 3.16356 1.02096  -0.67
C: 5.06431 1.88517 1.53523  -0.88
C: 4.38015 0.82115 0.96389  -0.27
H: 3.17194 -0.25138 -1.78264  0.72
H: 3.09377 -1.06181 -0.23851  0.27
H: 1.52965 0.69971 -2.73679  0.82
H: -0.99584 1.27180 -4.08307  0.65
H: -3.54917 1.01851 -3.20510  0.62
H: -3.43779 0.25252 -0.71279  0.65
H: 2.73175 2.48292 -1.48271  0.33
H: 3.97809 4.35931 -0.49558  0.55
H: 5.45096 3.99303 1.45099  0.45
H: 5.73545 1.71176 2.36575  0.45
H: 4.55003 -0.18261 1.34030  0.52
Te: 0.41984 2.07174 1.50018  0.54
C: -0.83540 2.73782 3.07302  -0.12
C: -0.37627 2.53289 4.37128  -0.26
C: -1.15173 2.93644 5.44840  -0.82
C: -2.37348 3.55827 5.23083  -0.56
C: -2.81318 3.79205 3.93520  -0.71
C: -2.04729 3.38322 2.85024  0.20
C: -0.24224 3.43529 0.03687  1.04
C: 0.63112 4.46534 -0.29404  -0.88
C: 0.24054 5.42650 -1.21556  -0.71
C: -1.01803 5.36302 -1.79565  -0.79
C: -1.89458 4.34387 -1.44679  -0.74
C: -1.50931 3.37901 -0.52936  -0.50
H: 0.60115 2.09975 4.55423  0.48
H: -0.79093 2.78314 6.45664  0.43
H: -2.97247 3.88159 6.07129  0.41
H: -3.75044 4.30512 3.76488  0.45
H: -2.38945 3.58868 1.84439  0.40
H: 1.60536 4.52772 0.17217  0.64
H: 0.91751 6.23066 -1.47109  0.46
H: -1.32142 6.11488 -2.51172  0.44
H: -2.88185 4.30055 -1.88763  0.46
H: -2.19962 2.59303 -0.26215  0.60
C: -1.59218 -4.85833 -3.80873  -1.24
Ge: 0.16618 -5.08848 -2.98761  0.68
C: 1.55595 -4.24495 -4.06467  -1.14
C: 0.53555 -6.95323 -2.56703  -1.20
C: 0.26188 -4.12590 -1.21158  -1.15
Se: -0.76782 -2.48770 -1.19224  0.38
C: -2.47051 -3.28819 -0.72304  -1.11
H: -1.51387 -5.13021 -4.86186  0.42
H: -1.94338 -3.82635 -3.76735  0.36
H: -2.33844 -5.51240 -3.35680  0.35
H: 1.51770 -4.60588 -5.09201  0.39
H: 2.54543 -4.46641 -3.66424  0.37
H: 1.42233 -3.16154 -4.08737  0.33
H: 0.54852 -7.54590 -3.48170  0.40
H: -0.23407 -7.36185 -1.91186  0.38
H: 1.50364 -7.06435 -2.07910  0.37
H: 1.30622 -3.83605 -1.07902  0.29
H: -0.03020 -4.77890 -0.38753  0.57
H: -2.70218 -4.03365 -1.47885  0.36
H: -3.23054 -2.50989 -0.75177  0.28
H: -2.42380 -3.75857 0.25846  0.37
N: -2.59842 -0.00617 2.75980  -0.51
N: -2.32111 -0.61882 1.49001  -0.74
H: -3.60304 0.06524 2.89434  0.31
H: -2.20595 0.92950 2.76590  0.11
H: -2.90625 -0.23800 0.75500  0.01
H: -2.61731 -1.58691 1.58134  0.42